(A)
Computed, not measured: one molecule with the formula C8H13N, with wB97M-V/def2-TZVPD.

```
! RIJCOSX wB97M-V def2-TZVPD def2/J DEFGRID3
* xyz 0 1
C -1.187 -1.605 -0.554
C -0.602 -0.587 0.284
C -1.418 0.044 1.441
C -0.734 1.366 1.062
C 0.638 1.137 -0.845
C 1.559 0.028 -1.472
C 1.625 0.128 -0.090
C 0.767 -1.019 0.463
H -0.310 -2.291 -1.219
H -1.654 -2.188 0.375
H -1.984 -1.108 -1.287
H -2.501 -0.111 1.041
H -0.972 -0.306 2.254
H -1.427 2.325 1.365
H 0.230 1.365 1.628
H 0.989 2.206 -1.180
H 2.340 0.519 -1.836
H 1.364 -1.058 -2.109
H 2.517 0.448 0.125
H 0.962 -2.015 -0.260
H 0.765 -1.137 1.725
N -0.601 0.913 -0.337
*
```

## Properties
- Frontier orbital gap: 9.29 eV
- Structure (SMILES): C[C@]12CCN1[C@@H]1C[C@@H]1C2
- E_LUMO: 1.05 eV

=====

(B)
Computed, not measured: C8H13N as an isolated structure, with wB97M-V/def2-TZVPD.

```
! RIJCOSX wB97M-V def2-TZVPD def2/J DEFGRID3
* xyz 0 1
C -1.520 1.556 -0.001
C -0.361 1.662 -1.122
C -0.437 2.518 -2.285
C 0.723 0.867 -0.874
C 0.975 -0.267 0.084
C -0.166 -1.407 0.161
C 0.063 -2.498 0.989
C 0.327 -3.404 1.750
H -1.533 0.839 0.948
H -2.454 1.392 -0.405
H -1.613 2.537 0.398
H -1.348 2.496 -2.983
H 0.633 2.596 -2.853
H -0.252 3.532 -2.032
H 1.473 0.742 -1.661
H 1.892 -0.755 -0.188
H -0.324 -0.555 2.017
H 1.084 0.946 1.298
H -1.278 -0.988 0.158
H -0.363 -1.753 -0.690
H 0.216 -4.100 2.781
N 0.892 -0.156 1.571
*
```

## Properties
- Frontier orbital gap: 9.22 eV
- E_LUMO: 0.69 eV

=====

(A) is the most stable structure; the next one sits 1.436 eV above it.

=====

(A)
Computed, not measured: one molecule with the formula C5H11NO3S, with wB97M-V/def2-TZVPD.

```
! RIJCOSX wB97M-V def2-TZVPD def2/J DEFGRID3
* xyz 0 1
C -0.507 -1.206 0.698
C -0.831 -0.356 -0.481
C -1.330 -1.274 -1.743
C -1.909 0.743 -0.200
C 1.761 1.255 1.896
N 1.815 0.054 1.112
O 2.558 1.310 -0.919
O 2.247 -1.201 -0.844
O 0.270 0.391 -0.973
S 1.817 0.151 -0.536
H -0.606 -0.972 1.722
H 0.047 -2.110 0.240
H -0.959 -2.239 -1.514
H -0.948 -0.768 -2.638
H -2.381 -1.361 -1.718
H -1.944 1.428 -0.967
H -1.566 1.201 0.681
H -2.850 0.227 0.021
H 0.798 1.825 1.832
H 2.087 0.928 2.847
H 2.430 1.974 1.483
*
```

## Properties
- Frontier orbital gap (alpha / beta): 7.43 / 9.82 eV
- E_LUMO (alpha / beta): -1.90 / -0.70 eV

=====

(B)
Computed, not measured: one molecule with the formula C5H11NO3S, with wB97M-V/def2-TZVPD.

```
! RIJCOSX wB97M-V def2-TZVPD def2/J DEFGRID3
* xyz 0 1
C 1.339 0.824 -0.397
C 1.711 -0.563 -1.164
C 1.707 -1.513 -0.036
C 0.845 -0.838 1.102
C 0.216 0.357 0.601
H 1.873 2.208 0.782
H 2.599 0.910 1.510
H 0.964 1.674 -0.993
H 0.890 -0.800 -1.900
H 2.702 -0.447 -1.702
H 1.127 -2.441 -0.101
H 2.758 -1.539 0.380
H 0.107 -1.469 1.504
H 1.287 -0.524 2.094
H -0.143 1.058 1.309
H -2.363 -1.400 0.944
N 2.393 1.382 0.368
O -2.223 -0.271 1.081
O -1.355 -1.030 -1.058
O -1.625 1.546 -0.640
S -1.365 0.096 -0.132
*
```

## Properties
- Frontier orbital gap: 9.75 eV
- Structure (SMILES): N[C@H]1CCC[C@@H]1S(=O)(=O)O
- E_LUMO: -0.10 eV

=====

(B) is the most stable structure; the next one sits 1.630 eV above it.

=====

(A)
Computed, not measured: H22NO13S as an isolated structure, with wB97M-V/def2-TZVPD.

```
! RIJCOSX wB97M-V def2-TZVPD def2/J DEFGRID3
* xyz -1 1
N -0.535 -0.593 -0.615
H -0.798 -1.283 -1.302
H -1.477 -0.251 -0.323
H -0.138 0.225 -0.964
H 0.015 -1.059 0.169
S 3.064 -0.009 1.302
O 3.794 0.024 0.071
O 2.782 -1.204 1.851
O 3.800 0.725 2.315
O 1.789 0.737 1.068
O 0.903 1.955 -0.526
H 0.353 2.304 0.144
H 1.612 1.375 -0.123
O -0.044 -3.650 -0.138
H 0.594 -3.881 0.572
H 0.485 -3.925 -0.951
O -0.361 2.255 -3.002
H 0.113 2.253 -2.155
H 0.095 2.650 -3.660
O 0.314 -1.464 2.685
H 1.267 -1.322 2.250
H 0.139 -0.552 2.546
O -2.468 1.049 0.937
H -2.992 0.109 1.018
H -1.799 0.762 1.580
O -0.273 1.112 2.429
H 0.133 1.105 3.356
H 0.550 0.944 1.938
O 2.361 -0.107 -2.107
H 2.579 0.770 -2.408
H 2.625 -0.021 -1.217
O -3.922 -0.771 0.981
H -4.613 -0.590 1.728
H -4.361 -1.316 0.454
O -1.636 0.263 -3.186
H -2.553 0.198 -3.439
H -1.387 1.178 -3.285
*
```

## Properties
- Frontier orbital gap: 6.02 eV
- E_LUMO: 1.71 eV

=====

(B)
Computed, not measured: a 11-piece molecular cluster, H22NO13S overall, with wB97M-V/def2-TZVPD.

```
! RIJCOSX wB97M-V def2-TZVPD def2/J DEFGRID3
* xyz -1 1
N -0.024 0.540 -0.402
H -0.830 0.855 -0.134
H -0.020 0.032 -1.124
H 0.272 0.081 0.361
H 0.610 1.395 -0.613
S 1.893 -1.030 3.119
O 0.518 -1.154 2.688
O 1.907 -0.019 4.103
O 2.317 -2.259 3.704
O 2.723 -0.695 1.992
O -2.046 -3.023 -1.569
H -1.417 -2.611 -0.900
H -2.028 -2.494 -2.371
O -1.457 0.286 3.339
H -2.274 -0.222 3.375
H -0.768 -0.411 3.084
O 2.243 -1.413 -0.510
H 2.556 -1.165 0.452
H 2.021 -2.380 -0.712
O -0.705 2.473 1.890
H 0.074 2.692 2.319
H -1.023 1.697 2.507
O -1.130 -1.818 0.830
H -1.940 -1.824 1.086
H -0.558 -1.620 1.566
O -0.528 2.982 -2.605
H -0.351 3.955 -2.367
H 0.057 3.033 -3.383
O -2.307 1.152 -2.992
H -2.596 1.257 -3.986
H -1.668 1.808 -2.767
O 3.105 1.483 0.575
H 3.115 0.566 1.050
H 3.698 1.452 -0.207
O -0.803 -1.198 -3.619
H -1.196 -0.442 -3.686
H -1.432 -1.945 -4.089
*
```

## Properties
- Frontier orbital gap: 5.30 eV
- E_LUMO: 1.25 eV

=====

(A) is the most stable structure; the next one sits 0.289 eV above it.

=====

(A)
Computed, not measured: one molecule with the formula C18H22N2O4S, with wB97M-V/def2-TZVPD.

```
! RIJCOSX wB97M-V def2-TZVPD def2/J DEFGRID3
* xyz 0 1
C 4.031 -5.399 -1.196
H 4.178 -6.478 -1.223
O 2.782 -5.220 -0.567
C 2.270 -3.987 -0.301
C 1.071 -4.010 0.377
C 0.392 -2.838 0.736
C -0.842 -2.813 1.421
C -1.443 -1.621 1.729
C -0.755 -0.446 1.334
N 0.387 -0.427 0.714
C 0.975 -1.593 0.394
C 2.195 -1.568 -0.303
C 2.841 -2.727 -0.660
O 4.019 -2.738 -1.355
C 4.582 -1.509 -1.743
H 4.849 -0.898 -0.875
H 3.906 -0.944 -2.391
H 5.485 -1.766 -2.295
H 2.587 -0.599 -0.557
S -1.487 1.115 1.722
C -0.316 2.259 0.925
C -0.732 2.642 -0.484
O -0.023 2.372 -1.435
N -1.914 3.282 -0.632
C -2.783 3.789 0.405
H -2.440 3.499 1.395
C -2.847 5.319 0.293
H -3.568 5.726 1.004
O -3.281 5.722 -0.984
C -2.422 5.232 -1.991
H -2.839 5.574 -2.939
C -2.341 3.704 -1.952
H -1.617 3.334 -2.679
H -3.328 3.277 -2.159
H -1.414 5.654 -1.862
H -1.851 5.741 0.501
H -3.787 3.377 0.249
H 0.627 1.714 0.858
H -0.221 3.130 1.573
C -2.749 -1.526 2.445
H -3.135 -2.515 2.676
H -2.631 -0.962 3.370
H -3.476 -0.993 1.831
H -1.310 -3.747 1.697
H 0.654 -4.973 0.631
H 4.032 -5.006 -2.215
H 4.841 -4.936 -0.629
*
```

## Properties
- Frontier orbital gap: 8.25 eV
- Structure (SMILES): COc1cc2cc(C)c(SCC(=O)N3CCOCC3)nc2cc1OC
- E_LUMO: 0.58 eV

=====

(B)
Computed, not measured: one molecule with the formula C18H22N2O4S, with wB97M-V/def2-TZVPD.

```
! RIJCOSX wB97M-V def2-TZVPD def2/J DEFGRID3
* xyz 0 1
C -1.773 4.720 2.526
H -2.771 4.702 2.077
O -1.235 3.425 2.643
C -1.025 2.693 1.516
C -1.307 3.133 0.228
C -1.053 2.320 -0.873
C -0.496 1.043 -0.689
C -0.241 0.617 0.614
C -0.493 1.418 1.703
H -0.284 1.085 2.706
H 0.168 -0.371 0.748
C -0.190 0.135 -1.802
N -0.333 -1.106 -1.541
N -0.088 -2.090 -2.426
H 0.433 -1.896 -3.278
S 0.243 -3.586 -1.695
O -0.983 -4.288 -1.486
O 1.217 -4.203 -2.556
C 0.914 -3.092 -0.109
C 0.116 -3.342 0.988
C 0.520 -2.955 2.259
C 1.749 -2.318 2.384
C 2.542 -2.072 1.278
C 2.139 -2.448 0.000
C 2.982 -2.135 -1.194
H 2.681 -1.173 -1.611
H 4.030 -2.065 -0.914
H 2.859 -2.899 -1.957
H 3.492 -1.572 1.403
H 2.091 -2.007 3.362
C -0.360 -3.189 3.447
H -0.944 -4.097 3.320
H -1.055 -2.356 3.558
H 0.227 -3.266 4.358
H -0.827 -3.838 0.822
C 0.303 0.687 -3.112
H 1.074 0.039 -3.532
H -0.516 0.750 -3.826
H 0.717 1.681 -2.974
O -1.346 2.694 -2.150
C -1.992 3.921 -2.379
H -2.958 3.972 -1.867
H -1.371 4.771 -2.075
H -2.155 3.968 -3.455
H -1.734 4.111 0.078
H -1.845 5.101 3.543
H -1.121 5.376 1.941
*
```

## Properties
- Frontier orbital gap: 8.51 eV
- Structure (SMILES): COc1ccc(/C(C)=N/NS(=O)(=O)c2cc(C)ccc2C)c(OC)c1
- E_LUMO: 0.54 eV

=====

(A) is the most stable structure; the next one sits 1.377 eV above it.